No. 1
Entry from the Open Molecules 2025 dataset: one molecule with the formula C4H4O (the ωB97M-V functional and the def2-TZVPD basis).

Structure (XYZ):
```
9
Properties=species:S:1:pos:R:3:forces:R:3:mulliken_charge:R:1
C 1.708284 -0.408457 0.503665 0.068 -0.024 0.013 -1.2157
C 0.332406 -0.094032 0.140696 -0.580 0.128 -0.134 0.9107
C -0.797829 0.174725 -0.189562 0.647 -0.125 0.087 -0.0123
C -2.137220 0.506298 -0.627308 -0.084 0.086 -0.266 -0.3890
O -2.399682 0.839003 -1.760673 0.024 -0.119 0.445 -0.4303
H 2.203519 -0.929594 -0.321390 -0.050 0.071 0.135 0.2895
H 1.748262 -1.039385 1.396538 -0.009 0.100 -0.133 0.2954
H 2.259785 0.515575 0.704617 -0.069 -0.138 -0.019 0.2846
H -2.917525 0.435866 0.153417 0.053 0.021 -0.128 0.2671
```
Positions in Å, forces in eV/Å.

Output
- total charge = 0
- structure (SMILES) = CC#CC=O



No. 2
Entry from the Open Molecules 2025 dataset: a 4-piece molecular cluster, C14H33N4O9S4 overall at a distorted geometry (the ωB97M-V functional and the def2-TZVPD basis).

Structure (XYZ):
```
64
Properties=species:S:1:pos:R:3:forces:R:3:mulliken_charge:R:1
N 4.785644 -3.306117 -0.893850 0.266 0.747 0.220 -0.3476
C 4.111680 -2.642771 -1.845246 -1.016 -0.868 -2.012 0.2262
N 3.193045 -3.441782 -2.668859 1.393 2.179 3.913 -0.3009
C 1.888172 -2.697654 -2.849289 -0.752 0.529 -0.925 -0.5527
C 1.710506 -1.506821 -1.799859 -0.727 1.386 -1.668 0.2830
N 1.341264 -1.979697 -0.407180 -4.641 -1.138 -0.482 -0.6563
C 0.093989 -2.337799 -0.384331 2.133 -1.554 -1.718 0.4431
S -1.305480 -3.152545 -0.756432 3.230 2.487 1.396 -0.1426
C 2.962198 -0.507563 -1.798909 -0.851 0.697 0.929 -0.7288
N 4.286960 -1.202926 -1.972735 -1.734 -2.606 0.555 -0.2515
H 5.231054 -4.223886 -1.008023 -1.042 0.297 0.073 0.2814
H 4.788749 -2.878224 0.049541 0.905 0.028 -1.117 0.2765
H 2.978680 -4.256048 -2.060466 0.393 0.407 -0.931 0.3540
H 1.039424 -3.439811 -2.709151 1.153 0.815 -0.166 0.3253
H 1.830140 -2.354064 -3.944833 0.051 -0.123 1.819 0.2952
H 0.793432 -0.907950 -2.158138 1.617 -0.732 0.233 0.5159
H 2.863521 0.333654 -2.563191 -0.028 -1.367 1.038 0.4590
H 2.996459 -0.018025 -0.757776 -0.170 -0.624 -1.687 0.1752
H 4.765673 -0.934841 -2.841514 -0.090 -0.468 0.482 0.3572
O 2.466515 2.466340 -1.911116 -0.364 0.292 -0.354 -0.5244
S 1.972547 3.761807 -1.509404 0.502 1.145 0.839 1.0800
O 0.726591 4.284121 -2.008857 0.917 -0.789 -0.260 -0.5834
O 3.129804 4.861912 -1.744952 -0.591 -0.791 0.541 -0.3020
C 3.727729 4.959904 -3.039728 0.238 0.282 -1.039 -0.2983
C 2.832907 5.705576 -4.012431 -0.305 -0.093 -0.038 -0.9670
C 1.952676 3.839640 0.256972 0.220 -0.065 -0.069 -1.0830
H 3.987944 3.968528 -3.422049 -0.098 -0.017 0.177 0.2492
H 4.660873 5.512749 -2.914915 -0.126 -0.103 0.341 0.2939
H 1.930789 5.131820 -4.234971 0.072 0.033 -0.013 0.2610
H 3.356444 5.890090 -4.952616 0.045 -0.006 0.102 0.3945
H 2.512703 6.660044 -3.589383 0.126 -0.043 -0.033 0.2665
H 2.914732 3.495727 0.635204 -0.016 0.056 -0.133 0.4236
H 1.154782 3.188687 0.612250 -0.034 0.123 -0.125 0.3686
H 1.758049 4.866298 0.562482 -0.066 -0.106 -0.060 0.3730
O -0.788961 4.483091 1.327538 -0.282 0.422 0.122 -0.6306
S -1.885167 5.142550 0.662451 -0.963 -0.134 -0.615 1.2075
O -2.040287 6.571349 0.694369 0.437 -0.627 0.294 -0.6210
O -3.270945 4.458853 1.135106 0.763 0.055 -0.604 -0.2724
C -3.543646 4.366129 2.534698 -0.289 0.192 0.985 -0.3100
C -4.014380 5.693302 3.100256 0.171 0.268 -0.037 -0.9939
C -1.936004 4.606523 -1.022552 -0.362 0.068 0.085 -0.9136
H -2.668913 3.993695 3.075744 0.048 0.038 -0.194 0.2901
H -4.336345 3.624456 2.653104 0.126 -0.026 -0.342 0.2783
H -3.211341 6.432980 3.085912 -0.054 -0.059 0.021 0.2914
H -4.346400 5.574919 4.133739 -0.004 -0.078 -0.076 0.3923
H -4.836514 6.097271 2.505642 0.007 -0.110 0.070 0.2675
H -1.874133 3.519728 -1.049638 0.010 0.096 0.030 0.2746
H -1.085373 5.041844 -1.539147 -0.149 0.031 0.219 0.3443
H -2.864139 4.955446 -1.474169 0.005 -0.017 0.161 0.4320
O -3.259799 -8.879877 3.156437 -0.301 0.618 -0.187 -0.6272
S -3.740574 -7.588813 3.571089 0.085 0.172 0.408 1.2012
O -4.989401 -7.056594 3.096809 0.575 -0.425 -0.052 -0.5921
O -2.578943 -6.491075 3.317763 -0.318 -0.384 0.501 -0.2700
C -2.008407 -6.396524 2.014581 0.156 0.139 -0.856 -0.3944
C -2.919393 -5.645000 1.061146 -0.374 -0.117 -0.020 -0.7701
C -3.731392 -7.516787 5.339449 0.146 0.125 0.018 -0.9262
H -1.762286 -7.389131 1.626411 -0.111 -0.018 0.161 0.3398
H -1.068865 -5.849067 2.119899 -0.090 -0.082 0.329 0.2320
H -3.829135 -6.213396 0.857777 0.075 0.036 0.008 0.3439
H -2.415201 -5.463574 0.110224 0.031 -0.121 0.094 0.1681
H -3.225428 -4.688438 1.491244 0.102 -0.036 -0.021 0.2880
H -2.765998 -7.866967 5.701848 -0.066 0.024 -0.078 0.3168
H -4.527198 -8.165710 5.704485 0.019 0.014 -0.178 0.3733
H -3.915625 -6.489555 5.651539 -0.002 -0.073 -0.074 0.3164
```
Positions in Å, forces in eV/Å.

Output
- total charge = +1



No. 3
Entry from the Open Molecules 2025 dataset: a 3-piece molecular cluster, C22H41N2O13 overall at a distorted geometry (the ωB97M-V functional and the def2-TZVPD basis).

Structure (XYZ):
```
78
Properties=species:S:1:pos:R:3:forces:R:3:mulliken_charge:R:1
C 6.623928 1.035847 -1.803147 -0.217 -0.083 0.350 -1.1108
C 5.774336 -0.055283 -2.532698 1.813 0.469 -0.034 -0.2762
O 4.657822 -0.463265 -1.769781 -0.117 0.058 -0.645 -0.2554
C 3.455193 -0.525344 -2.537784 -0.704 0.982 -0.127 -0.6824
C 2.226820 -0.395074 -1.588743 1.215 0.273 0.567 -0.0090
O 1.646766 -1.641356 -1.221279 -0.763 1.115 -0.705 -0.2882
C 0.319506 -1.823019 -1.720244 -0.942 -1.528 -0.159 -0.5018
C -0.776584 -1.923883 -0.597634 0.191 0.270 0.201 -0.7798
O -1.720378 -0.868525 -0.600345 0.731 0.141 -0.513 -0.0160
C -2.611210 -0.945148 -1.727258 -1.462 -0.289 0.393 -1.4490
C -3.533461 0.328137 -1.880347 -0.864 -0.997 0.131 1.6382
C -4.157482 0.748245 -0.509748 0.229 0.596 0.414 -1.0425
C -4.580738 2.240873 -0.377918 -0.607 0.153 0.617 -0.7503
O -5.268999 2.790315 -1.514017 0.236 0.262 0.265 -0.5180
C -4.753091 -0.220019 -2.764696 -0.130 -1.927 -1.890 -0.0167
O -5.903358 0.182563 -2.636819 -0.164 1.027 1.013 -0.6781
O -4.454260 -1.151476 -3.598169 0.930 0.711 0.749 -0.7311
N -2.911756 1.434748 -2.647020 0.481 -0.200 1.242 0.3465
N -2.783535 1.175304 -4.012175 0.958 0.622 -0.670 -0.8636
C -1.576306 1.781639 -2.183687 0.759 1.283 -1.081 -0.6547
O -1.541170 2.262694 -0.845421 0.232 -1.339 -0.502 -0.2637
C -0.369868 1.889840 -0.139362 -0.286 0.793 1.899 0.6827
C -0.799758 1.725468 1.377234 -0.122 -0.529 -1.279 -1.0194
H 7.486230 1.359482 -2.427179 -0.632 -0.270 0.200 0.3567
H 7.056155 0.653284 -0.853335 -0.391 0.121 -0.536 0.2690
H 6.014095 1.932585 -1.554660 0.317 -0.580 -0.228 0.2929
H 6.473212 -0.908170 -2.714818 -0.649 0.281 0.063 0.2592
H 5.527281 0.361267 -3.532508 -0.355 -0.338 0.531 0.3359
H 3.391399 -1.410967 -3.207337 0.089 0.234 0.565 0.1493
H 3.430725 0.378652 -3.199685 0.040 -0.605 0.333 0.5834
H 1.520438 0.342345 -2.017391 0.040 -0.721 0.118 0.0209
H 2.617123 0.064597 -0.647212 -0.191 -0.187 -0.665 0.2462
H -0.003229 -1.078345 -2.473969 0.460 -0.130 0.500 0.4536
H 0.310971 -2.811281 -2.246467 0.136 0.669 0.239 0.3764
H -0.268739 -1.880600 0.394688 -0.254 -0.116 -0.643 0.3257
H -1.320955 -2.892323 -0.684080 0.329 0.397 0.015 0.2684
H -2.115405 -1.222477 -2.682125 -0.097 0.375 0.559 0.4850
H -3.324854 -1.779762 -1.515233 0.571 0.400 -0.263 0.4078
H -5.068844 0.144136 -0.307726 0.601 0.271 -0.526 0.7477
H -3.487024 0.543120 0.358513 -0.209 0.215 -0.710 0.1156
H -5.303967 2.286775 0.478212 0.572 -0.118 -0.426 0.2739
H -3.754319 2.930570 -0.111596 -0.123 -0.731 -0.190 0.2683
H -4.849677 3.643178 -1.686068 -0.102 -0.390 -0.117 0.3311
H -2.502609 0.220816 -4.222990 -0.642 0.010 0.040 0.2835
H -3.582445 1.484551 -4.548967 -0.131 -0.427 0.369 0.2606
H -0.817508 0.968574 -2.366660 -0.583 0.222 0.497 0.1731
H -1.235591 2.625654 -2.837060 -0.300 -0.621 0.236 0.4354
H 0.058567 0.917149 -0.439179 -0.204 0.654 -0.336 -0.6187
H 0.357082 2.737690 -0.202627 -0.103 -0.739 -0.232 0.5258
H -0.022025 2.077784 2.081460 -0.469 -0.174 -0.295 0.4473
H -1.773664 2.243714 1.483592 0.704 -0.081 0.196 -0.0454
H -1.007822 0.641109 1.501467 0.094 0.721 0.335 0.2472
C 3.412976 -3.599273 -0.026355 0.437 -0.053 -0.025 -1.1757
C 3.946560 -4.962026 0.345477 -0.471 0.830 -0.255 0.5405
C 3.497965 -5.450464 1.695324 -0.305 -0.279 0.102 -0.4963
O 4.565263 -6.328508 2.067874 0.265 0.126 -0.124 -0.3446
C 5.683592 -5.882171 1.432910 0.276 0.020 -0.034 0.6226
O 6.786111 -6.266786 1.663110 -0.149 0.015 0.004 -0.5463
O 5.373331 -4.938172 0.505960 0.054 -0.527 0.380 -0.3367
H 3.862699 -3.256258 -0.958223 -0.146 -0.037 -0.025 0.2586
H 2.332311 -3.620980 -0.147835 0.060 -0.048 -0.016 0.2587
H 3.666117 -2.857684 0.734189 -0.058 -0.077 0.045 0.2465
H 3.710025 -5.685530 -0.441385 0.027 -0.082 0.100 0.2900
H 2.551495 -5.987444 1.655502 0.134 -0.137 0.074 0.3151
H 3.427715 -4.655619 2.442628 0.018 0.097 -0.143 0.3276
C -2.843042 4.735089 5.740441 -0.258 0.177 -0.245 -1.4805
C -2.920231 3.239218 5.545661 0.071 0.769 0.185 0.4816
C -1.588147 2.580522 5.298494 0.282 -0.252 0.225 -0.4935
O -1.957231 1.428656 4.541378 -0.214 0.198 -0.006 -0.2685
C -3.112097 1.739938 3.887377 -0.301 -0.328 -0.529 0.6217
O -3.598047 1.081786 3.029310 0.064 0.086 0.296 -0.4733
O -3.633382 2.912168 4.350448 0.286 -0.351 0.076 -0.3304
H -3.845167 5.162250 5.801116 0.033 -0.045 0.112 0.3582
H -2.299482 4.983280 6.653442 -0.020 -0.070 0.000 0.3767
H -2.347911 5.214412 4.893584 0.066 -0.108 0.024 0.3509
H -3.445331 2.776703 6.387999 0.078 -0.083 -0.019 0.2488
H -1.083673 2.291668 6.219968 -0.022 -0.173 -0.095 0.3350
H -0.909434 3.188835 4.693607 -0.121 0.127 0.028 0.2771
```
Positions in Å, forces in eV/Å.

Output
- total charge = -1



no.,HOMO energy (eV),gap between HOMO and LUMO (eV)
1,-10.36,10.7
2,-12.40,7.6
3,-4.07,6.2